No. 1
21
Properties=species:S:1:pos:R:3:forces:R:3:nbo_charge:R:1 method="wB97M-V/def2-TZVPD" e_above_lowest_ev=0.242 multiplicity=2 charge=+1 homo_lumo_gap_ev="11.82 / 6.68"
C 0.4256 -2.3796 -0.3303 -0.096 0.464 -0.427 -0.620
C 0.6588 -0.9345 0.1076 -0.412 -1.410 0.551 -0.295
N -0.2230 -0.0189 -0.5398 1.215 0.319 -0.457 -0.168
C -0.2254 1.3845 -0.2261 0.477 0.736 0.301 -0.118
N -1.4131 2.1175 -0.5305 -0.003 -0.858 -0.395 -0.760
H 0.4973 -2.4548 -1.4094 0.145 -0.095 -0.288 0.222
H 1.1864 -3.0193 0.0959 0.031 -0.136 0.155 0.258
H -0.5671 -2.7307 -0.0640 -0.015 -0.055 0.274 0.230
H 1.6872 -0.6395 -0.1053 0.338 0.387 -0.257 0.290
H 0.5747 -0.8798 1.1867 -0.178 0.449 0.294 0.249
H -0.4029 -0.2685 -1.5077 -0.694 -0.016 -0.190 0.419
H 0.1230 1.4891 0.8037 -0.346 -0.032 0.165 0.230
H 0.6034 1.8231 -0.8073 0.079 -0.144 -0.104 0.269
H -2.2418 1.5752 -0.3001 -0.207 0.303 0.113 0.398
H -1.4453 2.3290 -1.5241 -0.176 0.258 0.150 0.383
H 3.2304 2.3582 1.6771 0.225 0.070 -0.113 0.475
H 3.2687 0.9465 2.1969 0.256 -0.061 0.011 0.468
O 3.5237 1.4727 1.4299 -0.580 -0.037 0.111 -0.940
H -3.7058 -1.2093 0.0917 0.101 0.123 0.008 0.498
H -2.3175 -0.5234 0.0067 -0.153 -0.440 0.286 0.444
O -3.2373 -0.4373 -0.2516 -0.008 0.175 -0.189 -0.933

=====

No. 2
22
Properties=species:S:1:pos:R:3:forces:R:3:nbo_charge:R:1 method="wB97M-V/def2-TZVPD" e_above_lowest_ev=3.306 charge=0 homo_lumo_gap_ev=7.92
C -0.8915 0.1676 0.5859 0.152 -0.687 0.215 -0.243
C -2.3901 -0.0177 0.9455 1.531 1.288 0.885 -0.570
S -3.2738 -0.4851 -0.5510 1.198 -4.213 0.961 -0.004
N -0.0741 1.0525 1.4201 -0.143 -1.048 2.206 -0.633
C 1.3878 0.8290 1.2371 0.528 1.659 -1.191 -0.051
N 1.8010 0.9637 -0.2187 1.255 -0.841 4.238 -0.864
H -0.9424 0.6886 -0.3304 0.447 -0.073 -1.264 0.204
H -0.4351 -0.8511 0.4994 -0.201 0.561 -0.353 0.166
H -2.4504 -0.7606 1.7853 -0.698 1.012 -0.710 0.223
H -2.7100 1.0420 1.1769 -0.218 -1.269 0.246 0.238
H -2.5554 -2.3527 -0.3206 -1.479 3.615 -0.796 0.115
H -0.2119 0.6954 2.3929 -0.076 0.787 -0.636 0.333
H 1.6772 -0.1638 1.6198 0.062 0.126 -0.423 0.157
H 1.9308 1.6268 1.9071 -0.933 -1.448 -1.477 0.187
H 1.6165 1.8418 -0.5876 -0.607 1.696 -0.673 0.364
H 1.4624 0.2362 -0.7732 -0.832 -1.115 -1.012 0.382
H -0.5494 0.4492 -3.5094 -0.110 0.038 1.193 0.474
H -1.4420 0.2512 -2.2268 0.593 0.072 -0.351 0.485
O -0.5452 0.5139 -2.5254 -0.472 -0.159 -1.045 -0.965
H 3.0685 -1.2966 -0.4601 2.672 2.741 2.662 0.469
H 2.9748 -2.6332 -1.0778 0.460 -0.951 -0.112 0.467
O 2.5523 -1.7970 -0.9892 -3.128 -1.789 -2.562 -0.935

=====

No. 3
22
Properties=species:S:1:pos:R:3:forces:R:3:nbo_charge:R:1 method="wB97M-V/def2-TZVPD" e_above_lowest_ev=0.792 charge=0 homo_lumo_gap_ev=9.46
N -1.6566 -0.1423 -0.3946 -0.014 -0.764 -0.112 -0.896
C -0.3166 -0.6383 -0.2126 1.106 0.949 0.195 -0.058
C 0.1322 -1.7652 -1.2450 -1.902 1.172 0.425 -0.527
S -1.0212 -3.1593 -1.0087 0.774 -0.614 -0.327 -0.055
C 0.6003 0.6310 -0.3641 -0.481 0.065 0.352 -0.231
N 1.0245 1.3511 0.8607 0.803 -0.552 0.054 -0.875
H -1.7853 0.5699 -1.0910 -0.400 -0.111 0.157 0.391
H -2.0295 -2.4171 -0.5818 -0.327 0.257 -0.034 0.122
H -2.3693 -0.3898 0.2627 -0.241 0.085 -0.268 0.390
H -0.2941 -1.0619 0.8065 0.407 0.141 -0.335 0.196
H 1.1564 -2.1194 -1.2216 0.092 0.077 0.569 0.230
H -0.0260 -1.3010 -2.2201 0.000 -0.228 -0.205 0.205
H 1.3950 0.3641 -1.0613 0.552 0.217 0.424 0.183
H 0.0350 1.4435 -0.8238 -0.318 -0.560 -0.807 0.191
H 0.8049 0.8994 1.7424 0.171 -0.404 -0.311 0.354
H 2.0279 1.5156 0.8211 -0.212 0.071 0.317 0.390
H -0.9434 2.3249 1.6276 -0.333 0.279 -0.592 0.476
H -2.0295 1.7017 0.7638 0.154 0.038 -0.022 0.466
O -1.7518 2.5504 1.1284 0.182 -0.071 0.526 -0.955
H 3.2222 3.8514 1.4053 -0.021 0.129 -0.714 0.470
H 3.6822 2.9413 2.4302 0.457 -0.459 -0.621 0.465
O 3.7595 3.0522 1.4600 -0.451 0.285 1.327 -0.931

=====

No. 4
22
Properties=species:S:1:pos:R:3:forces:R:3:nbo_charge:R:1 method="wB97M-V/def2-TZVPD" e_above_lowest_ev=0.521 multiplicity=2 charge=-1 homo_lumo_gap_ev="3.17 / 8.15"
C 0.0850 2.2931 -0.8557 1.004 -0.405 -0.335 -0.675
C -0.0253 0.8206 -0.5312 -0.667 0.001 -0.660 0.017
C -0.3901 -0.0270 -1.4996 0.485 -0.061 0.272 -0.293
N -0.4454 -1.4558 -1.3201 -0.526 0.452 -0.233 -0.954
N 0.0731 0.4359 0.8106 0.593 -0.227 0.587 -0.952
H 0.9280 2.4368 -1.5431 0.020 -0.070 0.013 0.208
H -0.7799 2.6304 -1.4181 -0.316 0.340 0.417 0.217
H 0.3573 2.8884 0.0119 -0.577 0.147 0.095 0.213
H -0.6229 0.3911 -2.4699 0.141 -0.080 -0.086 0.170
H -0.5929 -1.8804 -2.2331 0.194 -0.092 -0.020 0.350
H -1.3076 -1.6748 -0.8170 0.002 -0.079 0.065 0.322
H 0.8662 0.8455 1.3045 -0.065 0.294 -0.092 0.335
H 0.1902 -0.5702 0.9311 -0.131 -0.047 -0.235 0.353
H 0.1495 -2.9628 0.5541 -0.232 0.128 0.042 0.465
H -1.1844 -2.3746 1.0413 0.035 -0.085 0.075 0.423
O -0.5521 -3.0899 1.2151 0.180 -0.238 0.120 -1.032
H 2.4886 0.1399 -1.1503 -0.216 -0.228 0.228 0.472
H 3.0780 -0.5687 0.0984 -0.305 -0.022 -0.067 0.432
O 3.3144 -0.0789 -0.6986 0.465 0.209 -0.171 -1.009
H -1.6950 -0.0159 2.4410 -0.256 -0.122 -0.097 0.469
H -1.6956 1.3080 3.0784 -0.219 0.082 0.099 0.453
O -2.2390 0.5092 3.0504 0.393 0.103 -0.017 -0.981

=====

No. 5
22
Properties=species:S:1:pos:R:3:forces:R:3:nbo_charge:R:1 method="wB97M-V/def2-TZVPD" e_above_lowest_ev=0.554 charge=0 homo_lumo_gap_ev=8.18
C -1.5020 2.8031 -0.2540 0.021 0.002 -0.969 -0.644
C -0.6944 1.5596 -0.4133 0.520 -1.437 0.621 0.110
C 0.1588 1.2627 -1.4078 -0.737 0.969 0.549 -0.107
N 0.9279 0.0845 -1.3702 -0.242 -0.331 -0.522 -0.873
N -0.7776 0.5947 0.6512 0.233 0.631 -0.323 -0.862
H -0.8964 3.6593 0.0408 -0.093 -0.032 0.308 0.224
H -1.8875 3.0236 -1.2522 -0.220 0.296 0.134 0.226
H -2.3530 2.6653 0.4170 0.178 0.064 -0.011 0.213
H 0.2542 1.9592 -2.2369 0.215 -0.318 0.022 0.195
H 1.2481 -0.1709 -0.4457 0.438 0.244 -0.048 0.387
H 1.6428 0.0516 -2.0781 0.169 0.000 0.232 0.382
H -1.6450 0.6313 1.1644 -0.030 -0.088 -0.048 0.378
H -0.5879 -0.3357 0.3010 -0.345 -0.179 0.136 0.377
H -0.4711 -3.0414 -1.6081 -0.353 -0.098 -0.140 0.480
H 0.8757 -2.4761 -1.3118 0.153 0.236 0.102 0.486
O 0.2792 -3.1747 -1.0280 0.064 -0.074 -0.257 -0.948
H 1.8236 0.8881 2.2494 0.304 -0.124 0.050 0.468
H 0.9702 -0.2875 2.0075 -0.020 -0.233 0.081 0.480
O 1.8885 -0.0768 2.2275 -0.321 0.340 -0.183 -0.951
H -0.1213 -3.2407 0.7362 0.373 -0.006 0.452 0.493
H 0.9087 -3.2017 1.9026 -0.453 -0.022 -0.195 0.468
O -0.0418 -3.1774 1.7088 0.147 0.160 0.009 -0.980

=====

No. 6
20
Properties=species:S:1:pos:R:3:forces:R:3:nbo_charge:R:1 method="wB97M-V/def2-TZVPD" e_above_lowest_ev=0.247 charge=+1 homo_lumo_gap_ev=12.85
C 0.2694 1.7870 0.9039 0.009 0.002 -0.244 -0.634
C -0.1105 0.4237 1.4419 -0.224 0.339 -0.129 -0.216
N -0.0996 -0.6252 0.3889 0.583 -0.803 -0.162 -0.536
C -0.5763 -1.9540 0.8927 0.179 0.274 -0.144 -0.415
H -0.4291 2.1532 0.1500 -0.082 -0.074 0.072 0.214
H 0.2849 2.5055 1.7147 -0.048 0.087 0.151 0.254
H 1.2601 1.7855 0.4586 0.174 -0.086 -0.011 0.226
H 0.5850 0.0996 2.2051 0.048 -0.063 0.235 0.222
H -1.1263 0.4292 1.8484 0.183 -0.016 0.063 0.219
H 0.8483 -0.8027 0.0072 -0.192 0.646 0.129 0.464
H -0.6432 -0.3177 -0.4284 -0.093 -0.018 -0.075 0.462
H -0.0775 -2.7340 0.3147 -0.093 0.030 0.293 0.237
H -1.6382 -2.0161 0.7456 -0.459 -0.074 0.026 0.228
H -0.3490 -1.9906 1.9573 0.081 -0.312 -0.163 0.229
H -1.7241 1.1771 -2.1180 -0.057 -0.033 -0.128 0.503
H -1.2297 -0.0606 -2.9065 -0.079 0.072 0.089 0.508
O -1.1805 0.3845 -2.0504 0.159 -0.008 0.019 -0.982
H 2.7269 -0.2815 -2.0575 0.016 0.095 -0.055 0.506
H 1.3243 0.3931 -1.8687 0.482 -0.310 -0.171 0.490
O 1.8851 -0.3561 -1.5995 -0.588 0.249 0.205 -0.980